{
  "formula": "C4H11BrSi",
  "method": "ωB97M-V/def2-TZVPD",
  "elements": ["C", "C", "Si", "C", "C", "Br", "H", "H", "H", "H", "H", "H", "H", "H", "H", "H", "H"],
  "positions_angstrom": [[-1.450, -1.292, 0.126], [0.185, -1.574, 0.038], [1.148, 0.131, -0.107], [0.785, 1.180, 1.451], [0.664, 1.123, -1.645], [3.366, -0.248, 0.061], [-1.601, -0.244, 0.472], [-1.901, -1.501, -0.892], [-1.725, -1.992, 0.933], [0.403, -2.390, -0.647], [0.542, -1.833, 1.160], [1.359, 0.939, 2.223], [0.990, 2.335, 1.275], [-0.332, 1.168, 1.829], [0.783, 0.468, -2.639], [-0.354, 1.377, -1.667], [1.024, 2.183, -1.709]],
  "max_force_ha_per_bohr": 0.117,
  "e_tot_ha": -3022.5315,
  "charge": 0,
  "lumo_ev": 0.84,
  "smiles": "CC[Si](C)(C)Br",
  "e_above_lowest_kcal_mol": 13.71
}

{
  "formula": "C4H11Cl2MgN2O2",
  "method": "ωB97M-V/def2-TZVPD",
  "elements": ["Mg", "C", "C", "C", "O", "H", "H", "H", "H", "H", "H", "H", "Cl", "Cl", "C", "O", "N", "N", "H", "H", "H", "H"],
  "positions_angstrom": [[-0.992, -2.070, 0.024], [-0.258, 1.396, 2.287], [-1.301, 0.617, 1.445], [-1.426, 1.277, 0.069], [-1.006, -0.715, 1.402], [-0.122, 0.971, 3.282], [-0.542, 2.447, 2.434], [0.694, 1.414, 1.733], [-2.242, 0.760, 2.025], [-1.075, 2.316, 0.052], [-2.469, 1.338, -0.267], [-0.908, 0.708, -0.702], [-2.800, -2.185, -1.398], [-0.065, -4.002, 0.799], [1.413, -0.817, -1.496], [0.521, -1.557, -1.133], [1.645, -0.533, -2.827], [2.206, -0.151, -0.605], [1.164, -1.106, -3.496], [2.546, -0.161, -3.070], [2.016, -0.313, 0.370], [3.002, 0.363, -0.931]],
  "max_force_ha_per_bohr": 0.021,
  "e_tot_ha": -1539.7761,
  "charge": -1,
  "lumo_ev": 2.60,
  "e_above_lowest_kcal_mol": 1.55
}

{
  "formula": "C4H11Cl2N3O6",
  "method": "ωB97M-V/def2-TZVPD",
  "elements": ["C", "N", "O", "O", "H", "H", "H", "C", "N", "O", "O", "H", "H", "H", "C", "N", "O", "O", "H", "H", "H", "Cl", "C", "Cl", "H", "H"],
  "positions_angstrom": [[-0.113, -2.428, -1.301], [-1.519, -2.269, -1.684], [-2.308, -3.136, -1.387], [-1.793, -1.164, -2.103], [0.440, -1.598, -1.739], [0.164, -3.386, -1.741], [-0.147, -2.582, -0.222], [2.018, -0.901, 1.302], [1.283, 0.340, 0.888], [0.365, 0.249, 0.115], [1.587, 1.400, 1.453], [2.145, -0.837, 2.383], [2.954, -1.022, 0.756], [1.266, -1.685, 1.214], [0.189, 2.269, -2.684], [-0.579, 1.884, -3.941], [-1.795, 1.760, -3.751], [0.077, 1.542, -4.900], [1.107, 1.713, -2.494], [-0.521, 2.133, -1.868], [0.299, 3.344, -2.827], [-0.333, -0.195, 3.780], [-0.944, 0.918, 5.035], [-2.425, 1.672, 4.491], [-1.211, 0.312, 5.900], [-0.207, 1.667, 5.323]],
  "max_force_ha_per_bohr": 0.059,
  "e_tot_ha": -1694.7779,
  "charge": 0,
  "lumo_ev": -0.26,
  "smiles": "C[N+](=O)[O-].C[N+](=O)[O-].C[N+](=O)[O-].ClCCl",
  "e_above_lowest_kcal_mol": 14.42
}

{
  "formula": "C4H11ClN2Si",
  "method": "ωB97M-V/def2-TZVPD",
  "elements": ["C", "C", "C", "C", "N", "N", "Si", "Cl", "H", "H", "H", "H", "H", "H", "H", "H", "H", "H", "H"],
  "positions_angstrom": [[-0.908, -0.500, 0.158], [-2.286, 1.034, 1.299], [3.057, 1.129, 0.255], [1.259, -0.568, -0.391], [-1.032, 0.568, 0.724], [1.654, 0.656, 0.162], [-1.652, -2.182, -0.370], [2.095, -1.942, 0.431], [-2.027, 1.987, 1.947], [-2.790, 0.185, 1.816], [-2.896, 1.394, 0.342], [3.300, 1.590, 1.215], [3.805, 0.270, 0.294], [3.376, 1.839, -0.545], [1.039, -0.397, -1.437], [1.222, 0.883, 1.018], [-2.197, -1.858, -1.681], [-0.582, -3.393, -0.247], [-2.578, -2.351, 0.684]],
  "max_force_ha_per_bohr": 0.075,
  "e_tot_ha": -1017.9179,
  "charge": 0,
  "lumo_ev": [0.83, -1.66],
  "s2": 2.017,
  "multiplicity": 3,
  "e_above_lowest_kcal_mol": 52.27
}

{
  "formula": "C4H11CuN2",
  "method": "ωB97M-V/def2-TZVPD",
  "elements": ["N", "C", "C", "C", "C", "N", "H", "H", "H", "H", "H", "H", "H", "H", "H", "H", "H", "Cu"],
  "positions_angstrom": [[1.987, -1.086, 0.784], [2.112, 0.061, -0.038], [0.799, 0.377, -0.834], [-0.259, 0.910, 0.133], [-1.170, -0.251, 0.553], [-2.078, -0.699, -0.509], [2.096, -1.902, 0.178], [2.931, 0.064, -0.786], [2.299, 0.941, 0.600], [0.972, 1.018, -1.702], [0.434, -0.581, -1.216], [-0.820, 1.744, -0.366], [0.237, 1.298, 1.026], [-0.497, -1.050, 0.864], [-1.767, -0.047, 1.488], [-1.855, -1.630, -0.837], [-3.054, -0.718, -0.244], [-2.366, 1.551, 0.905]],
  "max_force_ha_per_bohr": 0.015,
  "e_tot_ha": -1908.7547,
  "charge": 0,
  "lumo_ev": -2.43
}

{
  "formula": "C4H11F6HfNO",
  "method": "ωB97M-V/def2-TZVPD",
  "elements": ["Hf", "F", "F", "F", "F", "F", "F", "C", "C", "C", "O", "C", "N", "H", "H", "H", "H", "H", "H", "H", "H", "H", "H", "H"],
  "positions_angstrom": [[19.370, 23.030, -18.766], [20.997, 24.429, -19.925], [21.648, 22.159, -18.686], [19.617, 21.988, -20.717], [18.266, 25.044, -18.816], [17.214, 22.684, -19.617], [19.034, 21.150, -17.567], [21.448, 23.892, -14.875], [20.369, 23.464, -15.863], [18.924, 23.724, -15.467], [18.200, 23.547, -16.697], [16.874, 23.975, -16.647], [20.657, 24.273, -17.121], [21.385, 23.335, -13.934], [21.175, 24.917, -14.595], [22.423, 23.845, -15.348], [20.441, 22.441, -16.251], [18.768, 24.744, -15.096], [18.519, 22.998, -14.760], [16.404, 23.620, -15.716], [16.261, 23.643, -17.480], [16.736, 25.062, -16.602], [21.666, 24.188, -17.130], [20.518, 25.228, -16.784]],
  "max_force_ha_per_bohr": 0.111,
  "e_tot_ha": -936.4353,
  "charge": -2,
  "lumo_ev": 4.99
}

{
  "formula": "C4H11ISi",
  "method": "ωB97M-V/def2-TZVPD",
  "elements": ["C", "C", "C", "C", "Si", "I", "H", "H", "H", "H", "H", "H", "H", "H", "H", "H", "H"],
  "positions_angstrom": [[-1.477, -1.659, -0.762], [-0.057, 2.370, 1.087], [-0.119, -1.500, -1.454], [0.205, 1.249, 1.969], [1.473, -1.021, -0.482], [2.424, 0.841, -1.736], [-2.079, -0.839, -0.763], [-2.194, -2.413, -1.200], [-1.313, -1.954, 0.304], [0.242, 3.205, 1.667], [0.682, 2.306, 0.170], [-0.999, 2.547, 0.791], [-0.031, -0.635, -2.063], [0.055, -2.309, -2.089], [-0.724, 0.816, 2.502], [1.186, 0.741, 2.076], [2.727, -1.743, -0.018]],
  "max_force_ha_per_bohr": 0.106,
  "e_tot_ha": -746.0512,
  "charge": 0,
  "lumo_ev": [-0.56, 0.60],
  "e_above_lowest_kcal_mol": 105.48
}

{
  "formula": "C4H11N2",
  "method": "ωB97M-V/def2-TZVPD",
  "elements": ["C", "C", "C", "C", "N", "N", "H", "H", "H", "H", "H", "H", "H", "H", "H", "H", "H"],
  "positions_angstrom": [[0.389, -1.929, -1.663], [-0.228, -1.459, -0.324], [-0.201, -0.005, -0.032], [0.935, 0.583, 0.609], [0.604, 1.840, 1.332], [-1.405, 0.791, -0.008], [0.376, -1.075, -2.342], [-0.230, -2.662, -2.115], [1.365, -2.360, -1.467], [0.250, -2.019, 0.497], [-1.259, -1.838, -0.321], [1.831, 0.085, 0.933], [1.167, 2.657, 1.117], [-0.378, 1.957, 1.003], [0.588, 1.714, 2.347], [-2.184, 0.308, 0.441], [-1.726, 1.064, -0.923]],
  "max_force_ha_per_bohr": 0.023,
  "e_tot_ha": -268.3685,
  "charge": 0,
  "lumo_ev": [0.72, 0.61],
  "s2": 0.755,
  "multiplicity": 2,
  "e_above_lowest_kcal_mol": 48.38
}